Molecular formula: C24H30Br2CrN5O4S
Method: DFT, the ωB97M-V functional and the def2-TZVPD basis

Last column: natural (NBO) charge in e.
CARTESIAN COORDINATES (ANGSTROEM)
Cr (0.366251, -1.420841, -0.504800)  1.470
N (0.732005, -1.229698, -2.590688)  -0.803
C (2.208778, -1.528103, -2.728568)  -0.147
C (2.698425, -1.627582, -4.162259)  -0.432
C (2.584584, -0.318963, -4.964032)  -0.416
C (3.683127, 0.742663, -4.765825)  -0.232
N (4.011031, 1.114224, -3.372215)  -0.560
C (3.215170, 1.726589, -2.511039)  0.678
N (2.010106, 2.168149, -2.893093)  -0.783
N (3.567760, 1.815547, -1.232932)  -0.763
C (2.390566, -2.776407, -1.874695)  0.779
O (2.915786, -3.778972, -2.239499)  -0.505
O (1.807827, -2.567860, -0.656042)  -0.735
H (0.213634, -1.848963, -3.204212)  0.403
H (0.520649, -0.284616, -2.884012)  0.409
H (2.716973, -0.748132, -2.178194)  0.204
H (2.102105, -2.398091, -4.656928)  0.239
H (3.726634, -2.003788, -4.163260)  0.250
H (1.595899, 0.120037, -4.791820)  0.187
H (2.617449, -0.554115, -6.028897)  0.257
H (3.424249, 1.637610, -5.332519)  0.220
H (4.622317, 0.383441, -5.177442)  0.244
H (4.890781, 0.785489, -3.012848)  0.423
H (1.815934, 2.302995, -3.871900)  0.426
H (1.461596, 2.708625, -2.236797)  0.438
H (4.473428, 1.510257, -0.919231)  0.427
H (2.949131, 2.245511, -0.558155)  0.438
C (-2.173162, -3.494455, -0.891348)  -0.671
C (-2.583400, -2.111397, -0.460978)  0.314
C (-3.905122, -1.795977, -0.100337)  -0.259
C (-4.227044, -0.544297, 0.340765)  -0.062
C (-3.235833, 0.461311, 0.426003)  -0.124
C (-3.417648, 1.783723, 0.888251)  -0.072
Br (-5.095797, 2.333393, 1.536766)  0.128
C (-2.381967, 2.659151, 0.886679)  -0.228
C (-1.103447, 2.265415, 0.427817)  -0.139
Br (0.297625, 3.539143, 0.419921)  0.068
C (-0.852084, 0.991403, 0.006293)  0.323
O (0.334180, 0.506884, -0.442829)  -0.774
C (-1.952219, 0.097021, 0.021799)  0.135
N (-1.646704, -1.174697, -0.402071)  -0.506
H (-3.011025, -4.186875, -0.869502)  0.260
H (-1.399018, -3.891371, -0.227544)  0.247
H (-1.777203, -3.482128, -1.910298)  0.233
H (-4.664836, -2.566169, -0.175952)  0.250
H (-5.247967, -0.314749, 0.629394)  0.255
H (-2.536681, 3.670125, 1.241493)  0.259
C (-3.271870, 2.397376, 5.446336)  -0.642
C (-2.214131, 1.620055, 4.703423)  0.037
C (-2.505971, 0.387991, 4.114919)  -0.198
C (-1.539482, -0.325167, 3.421343)  -0.225
C (-0.266264, 0.214779, 3.316179)  -0.234
C (0.056649, 1.442220, 3.875896)  -0.219
C (-0.921824, 2.133553, 4.572264)  -0.194
S (1.015625, -0.679576, 2.509234)  1.265
C (1.463709, -1.834375, 3.778650)  -0.798
O (0.310473, -1.588205, 1.478029)  -0.965
H (-4.161359, 1.791593, 5.630113)  0.231
H (-3.576264, 3.275885, 4.867012)  0.237
H (-2.892427, 2.756584, 6.405165)  0.241
H (-3.504844, -0.025957, 4.214389)  0.231
H (-1.771881, -1.288624, 2.969967)  0.236
H (1.059013, 1.852578, 3.781033)  0.232
H (-0.678033, 3.088616, 5.026707)  0.234
H (0.559784, -2.346161, 4.103490)  0.255
H (1.908810, -1.261239, 4.597548)  0.260
H (2.187446, -2.532386, 3.355884)  0.264

Forces on atoms 1 to 6 (eV/Å):
0.1 0.8 0.2
0.5 -0.2 0.1
-0.6 0.1 -0.1
0.0 0.1 -0.1
0.0 0.0 0.2
-0.1 -0.1 0.2

Calculated values
<S²>: 3.777
Kohn-Sham gap (alpha / beta), eV: 7.64 / 7.61
Multiplicity: 4
Net charge: +2
ΔE to the lowest compared entry with this formula, charge and spin, kJ/mol: 47.3
HOMO level (alpha / beta), eV: -13.282 / -13.365